Molecular formula: C28H25O10S
Method: DFT, wB97M-V/def2-TZVPD

Calculated values
highest occupied orbital energy	-4.471	eV

The geometry in ORCA input format:
```
! RIJCOSX wB97M-V def2-TZVPD def2/J DEFGRID3
* xyz -1 1
C 3.787 6.085 4.036
C 3.384 7.042 2.850
C 2.045 7.797 3.311
S 0.528 6.772 2.968
O 0.180 6.823 1.522
O -0.605 7.390 3.719
O 0.714 5.321 3.464
O 3.043 6.378 1.635
C 4.123 5.636 1.071
C 3.553 4.202 0.740
C 2.186 4.197 0.167
C 1.469 2.970 -0.165
C 2.174 1.697 0.104
C 3.531 1.701 0.652
C 4.254 2.951 0.993
H 4.862 5.751 3.918
H 3.787 6.722 4.972
H 3.114 5.201 4.164
H 4.192 7.815 2.661
H 1.960 8.755 2.739
H 2.068 7.917 4.421
H 4.406 6.098 0.078
H 5.056 5.606 1.688
H 1.668 5.175 -0.011
H 0.435 3.048 -0.564
H 1.625 0.746 -0.121
H 4.011 0.706 0.848
H 5.273 2.948 1.439
C -0.659 -3.570 0.589
C 0.457 -2.852 0.699
C 1.001 -2.096 -0.453
O 2.019 -1.443 -0.354
C 0.255 -2.167 -1.730
C -0.861 -2.885 -1.839
C -1.403 -3.641 -0.689
O -2.425 -4.296 -0.788
H -1.071 -4.129 1.419
H 1.014 -2.787 1.625
H 0.666 -1.608 -2.560
H -1.417 -2.949 -2.762
C 0.976 -5.735 -4.801
C 1.315 -7.008 -4.997
C 0.317 -8.095 -4.876
O 0.625 -9.256 -5.052
C -1.071 -7.712 -4.531
C -1.410 -6.439 -4.336
C -0.412 -5.353 -4.457
O -0.721 -4.191 -4.280
H 1.692 -4.927 -4.884
H 2.325 -7.305 -5.250
H -1.788 -8.520 -4.448
H -2.420 -6.142 -4.082
C -5.130 -3.215 0.272
C -6.198 -2.987 -0.491
C -7.303 -2.118 -0.027
O -8.278 -1.912 -0.721
C -7.174 -1.510 1.318
C -6.107 -1.737 2.081
C -5.002 -2.606 1.616
O -4.027 -2.812 2.311
H -4.311 -3.848 -0.050
H -6.308 -3.423 -1.476
H -7.991 -0.877 1.640
H -5.997 -1.301 3.066
*
```

These are the Mulliken partial charges, in e, on atoms 1 to 2: atom 1 (C): -1.2537, atom 2 (C): 0.2144


Molecular formula: C28H26Cl2N3PPbSe
Method: DFT, wB97M-V/def2-TZVPD

Calculated values
ΔE to the lowest compared entry with this formula, charge and spin	0.0	kcal/mol
highest occupied orbital energy	-13.888	eV

The geometry in ORCA input format:
```
! RIJCOSX wB97M-V def2-TZVPD def2/J DEFGRID3
* xyz 2 1
Pb 0.137 0.044 -0.127
Cl -2.488 -1.361 0.472
C -2.241 -2.521 1.751
C -3.295 -3.364 2.052
C -3.151 -4.292 3.071
C -1.962 -4.366 3.781
C -0.914 -3.519 3.468
C -1.035 -2.576 2.444
P 0.397 -1.494 2.109
C 0.398 -0.216 3.390
C 1.488 0.662 3.395
C 1.539 1.694 4.314
C 0.489 1.874 5.208
C -0.599 1.014 5.193
C -0.650 -0.036 4.286
C 1.830 -2.565 2.407
C 2.125 -3.535 1.447
C 3.167 -4.421 1.662
C 3.920 -4.338 2.826
C 3.625 -3.376 3.780
C 2.580 -2.487 3.578
H -4.221 -3.293 1.498
H -3.971 -4.957 3.306
H -1.853 -5.088 4.579
H 0.016 -3.586 4.018
H 2.303 0.515 2.694
H 2.400 2.349 4.340
H 0.524 2.689 5.919
H -1.411 1.158 5.892
H -1.490 -0.720 4.297
H 1.522 -3.604 0.549
H 3.385 -5.184 0.926
H 4.736 -5.029 2.988
H 4.207 -3.320 4.691
H 2.350 -1.745 4.331
Cl -1.070 -3.944 -4.272
C 0.189 -3.290 -3.315
C 1.493 -3.764 -3.397
C 2.464 -3.179 -2.600
C 2.111 -2.151 -1.745
N 0.852 -1.704 -1.664
C -0.090 -2.259 -2.432
H 1.737 -4.574 -4.071
H 3.491 -3.515 -2.639
H 2.843 -1.658 -1.117
H -1.100 -1.874 -2.342
C 1.385 4.195 0.436
N 1.482 3.746 -0.945
C 1.135 4.485 -2.053
C 1.447 3.743 -3.140
N 1.980 2.558 -2.684
C 2.513 1.498 -3.524
C 2.005 2.574 -1.341
Se 2.664 1.223 -0.207
H 1.081 5.237 0.447
H 2.351 4.097 0.924
H 0.656 3.606 0.990
H 0.707 5.469 -1.979
H 1.341 3.961 -4.188
H 2.579 1.861 -4.546
H 1.872 0.618 -3.500
H 3.506 1.218 -3.180
*
```

These are the Mulliken partial charges, in e, on atoms 1 to 2: atom 1 (Pb): 0.7138, atom 2 (Cl): -0.2326


Molecular formula: C28H26ClFHgN6O5
Method: DFT, wB97M-V/def2-TZVPD

Calculated values
ΔE to the lowest compared entry with this formula, charge and spin	16.4	kcal/mol
highest occupied orbital energy (spin up / spin down)	-2.203 / -4.690	eV

The geometry in ORCA input format:
```
! RIJCOSX wB97M-V def2-TZVPD def2/J DEFGRID3
* xyz -1 2
Hg 0.803 -0.767 -0.208
Cl -0.716 -5.878 4.870
C -0.446 -4.459 3.895
C -0.164 -3.253 4.530
C 0.052 -2.135 3.760
C -0.017 -2.141 2.347
O 0.133 -1.015 1.728
C -0.303 -3.404 1.715
C -0.395 -3.580 0.310
N -0.211 -2.644 -0.594
C -0.447 -2.867 -1.925
C -1.329 -3.841 -2.420
C -1.547 -3.986 -3.775
C -0.897 -3.180 -4.692
C -0.035 -2.164 -4.251
C 0.608 -1.266 -5.129
C 1.433 -0.286 -4.612
C 1.608 -0.198 -3.243
N 1.002 -1.020 -2.380
C 0.192 -1.993 -2.855
C -0.512 -4.539 2.526
H -0.125 -3.202 5.609
H 0.270 -1.193 4.241
H -0.624 -4.595 -0.027
H -1.888 -4.451 -1.726
H -2.250 -4.730 -4.123
H -1.068 -3.302 -5.752
H 0.441 -1.355 -6.195
H 1.931 0.418 -5.262
H 2.249 0.553 -2.804
H -0.738 -5.483 2.051
F -0.670 2.831 3.777
C 0.574 2.997 3.270
C 1.396 1.925 3.167
N 2.674 2.034 2.712
C 3.402 0.828 2.387
C 2.767 0.178 1.129
O 3.013 -1.003 0.878
O 2.029 0.927 0.445
C 3.162 3.234 2.245
O 4.288 3.377 1.824
N 2.287 4.292 2.350
C 0.969 4.309 2.813
O 0.321 5.336 2.789
H 1.051 0.934 3.417
H 3.356 0.124 3.218
H 4.438 1.091 2.172
H 2.640 5.171 1.991
C -2.247 0.675 -0.645
C -3.270 1.833 -0.751
N -2.580 3.107 -0.912
C -1.746 3.066 -2.104
C -0.719 1.916 -1.991
N -0.887 1.215 -0.713
C -0.707 2.184 0.378
C -1.727 3.331 0.249
H -2.364 -0.042 -1.462
H -2.346 0.130 0.297
H -3.882 1.905 0.151
H -3.941 1.705 -1.605
H -1.257 4.040 -2.196
H -2.400 2.941 -2.971
H 0.304 2.290 -2.023
H -0.835 1.196 -2.805
H 0.322 2.541 0.331
H -0.826 1.641 1.316
H -1.240 4.303 0.126
H -2.360 3.396 1.137
*
```

These are the Mulliken partial charges, in e, on atoms 1 to 2: atom 1 (Hg): 2.7534, atom 2 (Cl): -0.2771


Molecular formula: C28H26IO6
Method: DFT, wB97M-V/def2-TZVPD

Calculated values
ΔE to the lowest compared entry with this formula, charge and spin	2.8	kcal/mol
highest occupied orbital energy	-10.701	eV

The geometry in ORCA input format:
```
! RIJCOSX wB97M-V def2-TZVPD def2/J DEFGRID3
* xyz 1 1
C 5.816 1.333 1.990
O 5.303 -0.014 1.896
C 3.992 -0.240 2.164
C 3.590 -1.601 2.215
C 2.302 -1.912 2.547
C 1.324 -0.904 2.806
C -0.015 -1.331 3.017
C -1.208 -0.677 2.595
C -2.411 -1.455 2.565
C -3.608 -0.884 2.198
C -3.657 0.515 1.957
O -4.917 0.993 1.792
C -5.841 -0.164 1.924
C -4.998 -1.433 2.087
C -2.503 1.315 1.952
C -1.298 0.689 2.173
C 1.768 0.446 2.809
C 3.055 0.790 2.440
H 6.898 1.201 1.928
H 5.452 1.940 1.147
H 5.541 1.816 2.941
H 4.324 -2.371 1.975
H 1.992 -2.957 2.597
H -0.126 -2.379 3.308
H -2.379 -2.522 2.791
H -6.469 0.035 2.801
H -6.468 -0.165 1.025
H -5.123 -2.072 1.203
H -5.298 -2.019 2.964
H -2.603 2.373 1.716
H -0.385 1.256 2.061
H 1.088 1.225 3.149
H 3.360 1.841 2.376
C 1.120 -3.331 8.959
C 1.973 -3.501 7.713
C 3.288 -4.191 8.075
O 1.306 -4.354 6.734
C 0.202 -3.803 6.097
O -0.661 -4.535 5.649
C 0.178 -2.356 5.980
I -1.610 -1.320 6.051
C -3.246 -2.584 6.804
C -3.876 -3.485 5.959
C -4.966 -4.222 6.457
C -5.362 -4.058 7.788
C -4.680 -3.177 8.637
C -3.611 -2.418 8.135
C 1.337 -1.591 6.388
O 1.475 -0.410 6.099
O 2.314 -2.242 7.108
H 0.148 -2.872 8.755
H 0.960 -4.312 9.425
H 1.671 -2.701 9.668
H 3.922 -4.292 7.191
H 3.816 -3.593 8.821
H 3.090 -5.180 8.494
H -3.521 -3.634 4.940
H -5.490 -4.915 5.801
H -6.212 -4.624 8.174
H -4.976 -3.069 9.681
H -3.072 -1.718 8.771
*
```

These are the Mulliken partial charges, in e, on atoms 1 to 2: atom 1 (C): -0.8302, atom 2 (O): -0.4133


Molecular formula: C28H26IrN7S
Method: DFT, wB97M-V/def2-TZVPD

Calculated values
ΔE to the lowest compared entry with this formula, charge and spin	0.0	kcal/mol
highest occupied orbital energy (spin up / spin down)	-17.094 / -17.273	eV

The geometry in ORCA input format:
```
! RIJCOSX wB97M-V def2-TZVPD def2/J DEFGRID3
* xyz 3 2
Ir 0.295 0.280 0.034
C -0.520 -0.152 -2.895
N 0.647 0.244 -2.055
C 1.086 1.614 -2.486
C 1.792 -0.681 -2.246
C 2.145 -1.170 -3.485
C 3.250 -2.012 -3.601
C 3.991 -2.370 -2.482
C 3.660 -1.866 -1.237
C 2.575 -0.994 -1.117
N 2.106 -0.445 0.081
C 2.786 -0.166 1.238
C 4.192 -0.123 1.361
C 4.758 0.192 2.574
C 3.949 0.482 3.673
C 2.554 0.500 3.556
C 1.972 0.201 2.353
N 0.503 0.214 2.155
C -0.123 1.376 2.852
C -0.046 -1.040 2.765
H -0.295 -0.005 -3.949
H -1.363 0.486 -2.636
H -0.765 -1.197 -2.722
H 1.397 1.586 -3.530
H 1.931 1.937 -1.878
H 0.252 2.304 -2.378
H 1.582 -0.918 -4.373
H 3.518 -2.403 -4.573
H 4.820 -3.056 -2.580
H 4.198 -2.198 -0.361
H 4.816 -0.285 0.496
H 5.834 0.233 2.673
H 4.403 0.722 4.626
H 1.962 0.756 4.423
H -0.012 1.285 3.931
H -1.185 1.381 2.618
H 0.341 2.301 2.516
H 0.196 -1.058 3.827
H 0.402 -1.908 2.285
H -1.127 -1.054 2.646
S -7.192 0.258 -0.119
N -6.142 -0.958 -0.146
C -4.932 -0.421 -0.110
C -3.688 -1.166 -0.101
C -3.560 -2.558 -0.143
C -2.294 -3.113 -0.144
C -1.174 -2.291 -0.092
N -1.292 -0.962 -0.040
C -2.525 -0.402 -0.057
C -2.544 1.035 -0.051
N -1.318 1.601 -0.039
C -1.228 2.930 -0.039
C -2.362 3.738 -0.053
C -3.619 3.166 -0.068
C -3.724 1.769 -0.068
C -4.951 0.998 -0.092
N -6.175 1.501 -0.117
H -4.446 -3.180 -0.179
H -2.154 -4.184 -0.184
H -0.170 -2.695 -0.093
H -0.232 3.357 -0.027
H -2.241 4.813 -0.054
H -4.514 3.775 -0.081
*
```

These are the Mulliken partial charges, in e, on atoms 1 to 2: atom 1 (Ir): -0.7446, atom 2 (C): -1.0772


Molecular formula: C28H26N6O9P
Method: DFT, wB97M-V/def2-TZVPD

Calculated values
ΔE to the lowest compared entry with this formula, charge and spin	24.5	kcal/mol
highest occupied orbital energy	-11.441	eV

The geometry in ORCA input format:
```
! RIJCOSX wB97M-V def2-TZVPD def2/J DEFGRID3
* xyz 1 1
O 1.870 -3.280 0.089
P 1.675 -2.293 -1.021
C -0.163 -2.045 -1.429
C -0.816 -3.162 -2.061
C -2.229 -2.869 -2.383
C -2.620 -1.515 -1.980
N -1.940 -0.564 -1.363
N -0.688 -0.852 -1.091
H 2.226 -2.877 -2.195
H 2.249 -1.022 -0.727
H -0.350 -4.138 -2.293
H -2.885 -3.599 -2.895
H -3.672 -1.243 -2.236
H -0.118 -0.131 -0.636
C 3.657 -2.968 3.398
C 4.306 -3.244 4.596
C 5.319 -4.191 4.635
C 5.676 -4.851 3.468
C 5.030 -4.587 2.269
C 4.015 -3.641 2.236
N 6.765 -5.835 3.499
O 7.297 -6.056 4.571
O 7.074 -6.371 2.450
H 2.869 -2.223 3.370
H 4.022 -2.719 5.500
H 5.818 -4.400 5.572
H 5.306 -5.105 1.359
H 3.505 -3.424 1.303
C -4.493 4.500 0.470
C -5.688 4.125 1.069
C -6.068 2.791 1.088
C -5.239 1.841 0.507
C -4.045 2.207 -0.101
C -3.674 3.543 -0.118
N -5.627 0.428 0.548
O -6.684 0.147 1.070
O -4.862 -0.395 0.056
H -4.198 5.543 0.463
H -6.324 4.875 1.525
H -7.001 2.508 1.557
H -3.400 1.468 -0.559
H -2.744 3.841 -0.587
C 4.287 -5.307 -7.202
C 2.923 -5.436 -6.965
C 2.286 -4.568 -6.093
C 3.024 -3.572 -5.466
C 4.389 -3.440 -5.690
C 5.019 -4.314 -6.562
N 2.352 -2.638 -4.564
O 1.151 -2.789 -4.368
O 3.020 -1.755 -4.053
H 4.782 -5.984 -7.888
H 2.357 -6.212 -7.465
H 1.224 -4.676 -5.916
H 4.967 -2.668 -5.199
H 6.082 -4.220 -6.747
C -1.953 7.792 5.282
C -1.277 7.764 4.068
C -1.989 7.772 2.877
C -3.376 7.814 2.915
C -4.060 7.835 4.123
C -3.342 7.824 5.310
N -4.131 7.848 1.659
O -3.498 7.809 0.614
O -5.343 7.916 1.727
H -1.394 7.791 6.211
H -0.195 7.738 4.050
H -1.454 7.750 1.936
H -5.141 7.863 4.154
H -3.864 7.843 6.258
*
```

These are the Mulliken partial charges, in e, on atoms 1 to 2: atom 1 (O): -0.7010, atom 2 (P): 0.4478


Molecular formula: C28H26N8O2
Method: DFT, wB97M-V/def2-TZVPD

Calculated values
ΔE to the lowest compared entry with this formula, charge and spin	6.0	kcal/mol
structure (SMILES)	CCOC(=O)c1cnc(-n2nc(C)cc2C)nc1NNc1nc(-c2ccccc2)cc(-c2ccccc2)n1
highest occupied orbital energy	-8.479	eV

The geometry in ORCA input format:
```
! RIJCOSX wB97M-V def2-TZVPD def2/J DEFGRID3
* xyz 0 1
C 2.547 4.360 4.386
C 3.667 3.445 3.912
O 3.181 2.442 3.017
C 2.632 1.341 3.582
O 2.571 1.186 4.777
C 2.137 0.363 2.606
C 1.656 -0.854 3.098
N 1.105 -1.780 2.350
C 1.095 -1.544 1.040
N 0.460 -2.477 0.254
N -0.394 -3.348 0.823
C -0.945 -4.025 -0.152
C -1.962 -5.078 0.098
C -0.429 -3.598 -1.403
C 0.466 -2.604 -1.115
C 1.345 -1.831 -2.023
N 1.593 -0.477 0.438
C 2.031 0.525 1.201
N 2.339 1.685 0.569
N 1.788 2.011 -0.663
C 0.528 1.576 -0.989
N -0.259 1.183 0.001
C -1.406 0.593 -0.332
C -2.089 -0.105 0.761
C -1.779 0.225 2.080
C -2.314 -0.496 3.127
C -3.166 -1.559 2.873
C -3.482 -1.893 1.567
C -2.949 -1.173 0.515
C -1.833 0.579 -1.660
C -0.988 1.144 -2.615
C -1.341 1.210 -4.038
C -2.668 1.290 -4.457
C -2.970 1.350 -5.804
C -1.958 1.326 -6.749
C -0.636 1.254 -6.341
C -0.328 1.201 -4.995
N 0.226 1.586 -2.282
H 2.044 4.818 3.538
H 1.822 3.789 4.962
H 2.959 5.141 5.018
H 4.140 2.954 4.767
H 4.414 3.997 3.338
H 1.707 -1.054 4.160
H -2.881 -4.852 -0.440
H -2.167 -5.130 1.163
H -1.597 -6.045 -0.247
H -0.684 -3.979 -2.371
H 1.329 -2.284 -3.012
H 2.365 -1.816 -1.645
H 1.009 -0.800 -2.104
H 2.540 2.474 1.176
H 2.434 2.014 -1.445
H -1.104 1.047 2.261
H -2.058 -0.238 4.144
H -3.575 -2.132 3.691
H -4.138 -2.727 1.367
H -3.175 -1.468 -0.499
H -2.768 0.130 -1.944
H -3.464 1.330 -3.728
H -4.001 1.417 -6.119
H -2.199 1.369 -7.801
H 0.156 1.241 -7.075
H 0.696 1.148 -4.661
*
```

These are the Mulliken partial charges, in e, on atoms 1 to 2: atom 1 (C): -1.1349, atom 2 (C): -0.3147


Please write out number 2 again, unchanged.
Molecular formula: C28H26Cl2N3PPbSe
Method: DFT, wB97M-V/def2-TZVPD

Calculated values
ΔE to the lowest compared entry with this formula, charge and spin	0.0	kcal/mol
highest occupied orbital energy	-13.888	eV

The geometry in ORCA input format:
```
! RIJCOSX wB97M-V def2-TZVPD def2/J DEFGRID3
* xyz 2 1
Pb 0.137 0.044 -0.127
Cl -2.488 -1.361 0.472
C -2.241 -2.521 1.751
C -3.295 -3.364 2.052
C -3.151 -4.292 3.071
C -1.962 -4.366 3.781
C -0.914 -3.519 3.468
C -1.035 -2.576 2.444
P 0.397 -1.494 2.109
C 0.398 -0.216 3.390
C 1.488 0.662 3.395
C 1.539 1.694 4.314
C 0.489 1.874 5.208
C -0.599 1.014 5.193
C -0.650 -0.036 4.286
C 1.830 -2.565 2.407
C 2.125 -3.535 1.447
C 3.167 -4.421 1.662
C 3.920 -4.338 2.826
C 3.625 -3.376 3.780
C 2.580 -2.487 3.578
H -4.221 -3.293 1.498
H -3.971 -4.957 3.306
H -1.853 -5.088 4.579
H 0.016 -3.586 4.018
H 2.303 0.515 2.694
H 2.400 2.349 4.340
H 0.524 2.689 5.919
H -1.411 1.158 5.892
H -1.490 -0.720 4.297
H 1.522 -3.604 0.549
H 3.385 -5.184 0.926
H 4.736 -5.029 2.988
H 4.207 -3.320 4.691
H 2.350 -1.745 4.331
Cl -1.070 -3.944 -4.272
C 0.189 -3.290 -3.315
C 1.493 -3.764 -3.397
C 2.464 -3.179 -2.600
C 2.111 -2.151 -1.745
N 0.852 -1.704 -1.664
C -0.090 -2.259 -2.432
H 1.737 -4.574 -4.071
H 3.491 -3.515 -2.639
H 2.843 -1.658 -1.117
H -1.100 -1.874 -2.342
C 1.385 4.195 0.436
N 1.482 3.746 -0.945
C 1.135 4.485 -2.053
C 1.447 3.743 -3.140
N 1.980 2.558 -2.684
C 2.513 1.498 -3.524
C 2.005 2.574 -1.341
Se 2.664 1.223 -0.207
H 1.081 5.237 0.447
H 2.351 4.097 0.924
H 0.656 3.606 0.990
H 0.707 5.469 -1.979
H 1.341 3.961 -4.188
H 2.579 1.861 -4.546
H 1.872 0.618 -3.500
H 3.506 1.218 -3.180
*
```

These are the Mulliken partial charges, in e, on atoms 1 to 2: atom 1 (Pb): 0.7138, atom 2 (Cl): -0.2326